Entry 1:
Molecular formula: H46O23
Method: DFT, ωB97M-V with the def2-TZVPD basis set

Atoms and positions in Å:
O -2.4350 2.9957 -4.1322
H -1.6316 2.6378 -3.7545
H -3.1148 2.7879 -3.4911
O -0.9528 -2.2813 -5.3424
H -0.9218 -3.1459 -4.9328
H -1.4829 -1.7523 -4.7464
O -3.9166 -0.1296 0.5035
H -3.0117 -0.0808 0.1952
H -3.9840 0.5633 1.1605
O 0.0783 -0.1259 0.1536
H 0.3309 0.6035 0.7197
H -0.4276 0.2806 -0.5500
O 2.3697 -4.6973 1.8145
H 2.3096 -4.6673 2.7693
H 2.4949 -3.7850 1.5531
O -0.9274 -1.1903 -2.6407
H -0.0243 -1.0452 -2.9227
H -0.8672 -1.8957 -1.9964
O 2.7023 2.3831 4.6148
H 2.4640 3.3101 4.6007
H 3.6595 2.3812 4.6112
O 4.1688 2.7583 -2.3588
H 4.2644 2.3794 -3.2326
H 3.8885 2.0264 -1.8092
O -0.1561 1.8238 -3.4262
H 0.4698 2.5310 -3.5828
H 0.3829 1.0836 -3.1475
O 1.7692 -0.6240 -3.2442
H 2.3893 -0.3933 -2.5525
H 2.3098 -0.7239 -4.0277
O -3.2678 -0.7125 -3.8854
H -2.4120 -0.8397 -3.4759
H -3.8500 -1.3093 -3.4151
O 1.1432 -2.6044 4.8553
H 1.6012 -3.4423 4.7892
H 1.0133 -2.3297 3.9476
O -3.9275 1.4584 3.0150
H -3.6965 0.8941 3.7529
H -4.7012 1.9373 3.3122
O -1.6369 3.4720 0.4874
H -1.8910 2.8276 -0.1733
H -0.8772 3.0838 0.9215
O -0.9999 -4.1761 -1.7892
H -1.8526 -4.5861 -1.9340
H -0.4073 -4.6389 -2.3815
O 1.0503 2.1530 1.2847
H 1.8690 1.7820 0.9556
H 1.3219 2.7631 1.9704
O 0.6376 -2.0859 2.1987
H -0.0440 -2.7420 2.0532
H 0.6204 -1.5431 1.4106
O 3.5961 1.1692 1.6260
H 4.4493 1.5851 1.7501
H 3.4657 0.6480 2.4182
O 0.0549 -4.9997 0.4547
H -0.4065 -4.5760 1.1785
H -0.2649 -4.5520 -0.3286
O 0.1969 1.1213 4.4096
H 1.0486 1.4938 4.6377
H 0.3863 0.2110 4.1821
O -2.7675 3.8320 3.0690
H -2.2791 3.9549 2.2550
H -2.8974 2.8856 3.1303
O -2.2182 1.3174 -1.3238
H -1.8451 0.8880 -2.0936
H -3.0117 1.7437 -1.6477
O 3.4785 0.1365 -1.1563
H 3.0902 0.3876 -0.3182
H 4.0329 -0.6155 -0.9482

Frontier orbital gap: 0.3325 Ha
Multiplicity: 1
LUMO: -0.9 eV
ΔE to the lowest compared entry with this formula, charge and spin: 79.1 kcal per mole

Here are the Löwdin charges for atoms 1 to 5, given in e:
1. O -0.050
2. H -0.042
3. H 0.013
4. O -0.045
5. H 0.020

---

Entry 2:
Molecular formula: H4I2Si2
Method: DFT, ωB97M-V with the def2-TZVPD basis set

Atoms and positions in Å:
Si 0.1983 -0.4078 -1.2292
Si -0.3772 0.4965 0.8199
I -2.6468 0.1234 1.4894
I 1.6248 -0.8257 2.8873
H 0.8347 -1.6734 -1.3734
H -0.8346 -0.1710 -2.4215
H 1.2937 0.6158 -1.3431
H -0.0930 1.8422 1.1706

Frontier orbital gap: 0.2706 Ha
Multiplicity: 1
LUMO: -1.7 eV
ΔE to the lowest compared entry with this formula, charge and spin: 32.7 kcal per mole

Here are the Löwdin charges for atoms 1 to 5, given in e:
1. Si 0.388
2. Si -0.210
3. I 0.381
4. I -0.113
5. H -0.126

---

Entry 3:
Molecular formula: H4IInN
Method: DFT, ωB97M-V with the def2-TZVPD basis set

Atoms and positions in Å:
N 1.3869 -0.0621 0.3056
In -0.6110 0.5171 -0.0289
I -2.0383 -1.9426 -0.0384
H 1.8766 -0.0959 -0.5846
H 1.4509 -1.0095 0.6665
H -0.7806 1.1932 -1.6310
H -1.2846 1.3998 1.3107

Frontier orbital gap: 0.2847 Ha
Charge: -1
Multiplicity: 1
LUMO: 3.2 eV

Here are the Löwdin charges for atoms 1 to 5, given in e:
1. N -0.274
2. In -0.017
3. I -0.211
4. H -0.091
5. H -0.087

---

Entry 4:
Molecular formula: H4N2
Method: DFT, ωB97M-V with the def2-TZVPD basis set

Atoms and positions in Å:
N 0.9565 0.1759 0.4206
N -0.8748 -0.1808 -0.3786
H 1.1454 -0.8685 0.1387
H 1.3469 0.7846 -0.2063
H -1.3247 -0.5702 0.4466
H -1.2492 0.6589 -0.4210

Frontier orbital gap (alpha / beta): 0.3346 / 0.3287 Ha
Multiplicity: 3
<S²>: 2.010
LUMO (alpha / beta): 1.3 / -1.6 eV
ΔE to the lowest compared entry with this formula, charge and spin: 25.0 kcal per mole

Here are the Löwdin charges for atoms 1 to 5, given in e:
1. N 0.031
2. N 0.072
3. H 0.044
4. H -0.070
5. H 0.007

---

Entry 5:
Molecular formula: H4N2O2P
Method: DFT, ωB97M-V with the def2-TZVPD basis set

Atoms and positions in Å:
N 0.7894 -0.0203 -1.0349
P -0.6503 -0.1258 -0.0344
N 0.0275 -0.0258 1.5413
O -1.2930 -1.4478 -0.2252
O -1.3982 1.3144 -0.2568
H 0.8376 -0.8853 -1.5551
H 0.5875 0.7282 -1.6824
H 0.1767 0.9617 1.6957
H 0.9228 -0.4993 1.5518

Frontier orbital gap: 0.3344 Ha
SMILES string: NP(N)(=O)[O-]
Charge: -1
Multiplicity: 1
LUMO: 4.6 eV
ΔE to the lowest compared entry with this formula, charge and spin: 10.2 kcal per mole

Here are the Löwdin charges for atoms 1 to 5, given in e:
1. N -0.132
2. P 0.234
3. N -0.134
4. O -0.427
5. O -0.545

---

Entry 6:
Molecular formula: H4N2O2P
Method: DFT, ωB97M-V with the def2-TZVPD basis set

Atoms and positions in Å:
N 1.5823 0.3815 0.6160
N 0.5380 -0.5934 0.3771
P -0.8447 0.0794 -0.1091
O -1.0372 1.5410 0.0699
O -2.1747 -0.6961 0.5178
H 2.0220 0.6136 -0.2821
H 1.1383 1.2530 0.9258
H -1.1942 -0.2375 -1.4555
H -2.0781 -1.5707 0.8897

Frontier orbital gap: 0.2702 Ha
SMILES string: NN=[P@H]([O-])O
Charge: -1
Multiplicity: 1
LUMO: 4.4 eV
ΔE to the lowest compared entry with this formula, charge and spin: 76.8 kcal per mole

Here are the Löwdin charges for atoms 1 to 5, given in e:
1. N -0.193
2. N -0.394
3. P 0.289
4. O -0.454
5. O -0.278

---

Entry 7:
Molecular formula: H4N2O2S
Method: DFT, ωB97M-V with the def2-TZVPD basis set

Atoms and positions in Å:
N -0.7893 0.2502 -0.2763
N -1.7395 0.0508 0.5681
O 1.5570 1.2723 -0.4098
O 1.9416 -1.2165 -0.2875
S 1.3005 0.0842 0.5938
H -2.0685 -0.9605 0.6274
H -2.2885 0.6753 1.1613
H 0.6422 1.3446 -0.8930
H 1.4446 -1.5004 -1.0840

Frontier orbital gap: 0.3247 Ha
Multiplicity: 1
LUMO: 0.5 eV
ΔE to the lowest compared entry with this formula, charge and spin: 89.3 kcal per mole

Here are the Löwdin charges for atoms 1 to 5, given in e:
1. N -0.190
2. N -0.157
3. O -0.458
4. O -0.416
5. S 0.907